Here is 2 unconnected molecules or ions with the total composition C4H15N3 in a non-equilibrium geometry from OMol25. Energies are from wB97M-V/def2-TZVPD.

Geometry as ORCA input:
```
! RIJCOSX wB97M-V def2-TZVPD def2/J DEFGRID3
* xyz 0 1
C 1.008 2.787 -0.659
C 1.651 1.441 -0.389
N 1.154 0.765 0.802
C 1.695 -0.592 0.851
H 1.222 3.144 -1.695
H 1.316 3.640 0.004
H -0.104 2.709 -0.561
H 2.768 1.537 -0.271
H 1.601 0.835 -1.305
H 0.150 0.687 0.717
H 1.449 -1.090 1.821
H 1.236 -1.291 0.177
H 2.743 -0.575 0.538
N -1.522 -0.504 -0.541
C -2.229 -1.277 0.522
N -2.301 -2.696 0.323
H -0.669 -1.048 -0.849
H -2.157 -0.487 -1.376
H -1.742 -1.024 1.490
H -3.281 -0.908 0.569
H -2.630 -2.954 -0.571
H -1.357 -3.099 0.402
*
```

Output
F_max ... 2.224 eV/A
ΔE to the lowest compared entry with this formula, charge and spin ... 14.13 kcal/mol
E_tot ... -325.62821 Ha
Structure (SMILES) ... CCNC.NCN

Here is 3 unconnected molecules or ions with the total composition C4H15N3O in a non-equilibrium geometry from OMol25. Energies are from wB97M-V/def2-TZVPD.

Geometry as ORCA input:
```
! RIJCOSX wB97M-V def2-TZVPD def2/J DEFGRID3
* xyz 1 2
C 0.746 1.575 -0.359
C 0.052 1.033 0.916
C -1.206 0.235 0.638
C -2.204 0.591 -0.170
N -3.148 -0.216 -0.659
N -1.385 -1.008 1.410
N 1.444 0.578 -1.189
H 1.537 2.212 0.044
H 0.147 2.264 -1.080
H -0.376 1.863 1.385
H 0.668 0.329 1.519
H -2.183 1.565 -0.500
H -3.298 -0.940 -0.004
H -3.846 0.190 -1.271
H 1.014 -1.820 -0.410
H -1.598 -0.712 2.406
H -0.939 -1.865 1.330
H 2.368 0.225 -0.871
H 1.278 0.604 -2.240
H 0.888 -0.286 -0.800
H 3.864 -2.601 0.191
H 2.632 -2.097 -0.262
O 3.544 -1.719 -0.025
*
```

Output
F_max ... 4.539 eV/A
ΔE to the lowest compared entry with this formula, charge and spin ... 74.51 kcal/mol
E_tot ... -400.47735 Ha

Here is 2 unconnected molecules or ions with the total composition C4H15N3O in a non-equilibrium geometry from OMol25. Energies are from wB97M-V/def2-TZVPD.

Geometry as ORCA input:
```
! RIJCOSX wB97M-V def2-TZVPD def2/J DEFGRID3
* xyz 2 1
C -1.524 0.833 2.286
C -1.075 0.586 0.844
C 0.440 0.879 0.703
N 2.607 -0.362 -1.862
C 2.228 0.425 -0.877
N 0.994 0.145 -0.355
N -2.788 0.138 2.627
H -1.621 1.922 2.575
H -0.668 0.483 2.952
H -1.396 -0.452 0.598
H -1.674 1.184 0.187
H 0.627 1.911 0.458
H 0.925 0.787 1.761
H 3.410 -0.275 -2.408
H 2.036 -1.160 -2.214
H 3.020 1.212 -0.591
H 0.414 -0.515 -0.939
H -3.586 0.412 1.968
H -3.060 0.313 3.617
H -2.668 -0.806 2.552
H -0.841 -1.563 -3.377
H -0.286 -2.940 -3.322
O -0.092 -2.037 -3.053
*
```

Output
F_max ... 3.798 eV/A
ΔE to the lowest compared entry with this formula, charge and spin ... 28.22 kcal/mol
E_tot ... -400.30850 Ha

Here is 2 unconnected molecules or ions with the total composition C4H15N3S in a non-equilibrium geometry from OMol25. Energies are from wB97M-V/def2-TZVPD.

Geometry as ORCA input:
```
! RIJCOSX wB97M-V def2-TZVPD def2/J DEFGRID3
* xyz 0 1
N 0.955 -3.047 -1.367
C 0.895 -1.673 -0.879
C 0.438 -0.740 -2.010
N 0.257 0.643 -1.575
H 0.050 -3.510 -1.481
H 1.311 -3.630 -0.608
H 1.945 -1.419 -0.555
H 0.252 -1.508 -0.008
H 1.208 -0.814 -2.835
H -0.498 -1.166 -2.411
H 0.232 1.297 -2.334
H -0.578 0.703 -1.004
N -0.071 2.804 0.658
C -1.061 1.796 1.243
C -0.268 0.714 1.978
S -1.394 -0.585 2.746
H -0.600 3.452 0.115
H 0.328 3.356 1.425
H -1.631 1.348 0.411
H -1.783 2.224 1.943
H 0.506 0.252 1.293
H 0.190 1.194 2.804
H -0.682 -1.690 2.450
*
```

Output
F_max ... 2.062 eV/A
ΔE to the lowest compared entry with this formula, charge and spin ... 12.97 kcal/mol
E_tot ... -723.81385 Ha
Structure (SMILES) ... NCCN.NCCS